17
Properties=species:S:1:pos:R:3:mulliken_charge:R:1 method="wB97M-V/def2-TZVPD" total_energy_ha=-285.044174 homo_lumo_gap_ev=10.01 smiles="C=NC.NCN" total_charge=0
C -2.81598 0.57420 0.24345 -0.114
N -2.07442 0.84048 1.23150 -0.420
C -2.18582 -0.19419 2.38599 -0.763
H -3.22194 1.24525 -0.60503 0.216
H -3.29570 -0.38652 -0.13141 0.196
H -1.45937 -0.96054 2.29625 0.309
H -3.12247 -0.72713 2.65462 0.299
H -1.93065 0.34155 3.34427 0.282
N 3.39287 -0.18879 -1.81729 -0.583
C 2.32431 -0.25619 -0.74979 -0.424
N 0.94238 -0.30962 -1.06466 -0.565
H 3.02135 0.34488 -2.61760 0.239
H 3.79130 -1.03219 -2.29028 0.228
H 2.68389 -1.04239 -0.02838 0.316
H 2.35943 0.66627 -0.25395 0.346
H 0.45091 -0.64474 -0.13224 0.220
H 0.96234 -0.94186 -1.96102 0.217

***

72
Properties=species:S:1:pos:R:3:mulliken_charge:R:1 method="wB97M-V/def2-TZVPD" spin_multiplicity=2 total_energy_ha=-1998.938282 homo_lumo_gap_ev="4.03 / 5.76" total_charge=-2
Hg -1.14987 -0.53444 0.63341 2.859
N -1.03748 0.58303 2.98746 -0.245
C -2.28689 0.35069 3.68735 -0.767
C -3.40911 -0.35189 2.89995 0.344
O -4.47243 -0.52957 3.53627 -0.851
N -3.13506 -0.71240 1.66775 -0.102
C -4.08685 -1.48516 0.91927 -0.680
C -3.43699 -2.51673 -0.02972 0.308
O -4.22237 -3.16931 -0.74377 -0.805
O -2.17201 -2.62871 -0.01549 -0.632
H -0.23329 0.07729 3.32417 0.164
H -0.81890 1.54576 2.79191 0.116
H -2.71987 1.28439 4.05405 0.302
H -2.12542 -0.27398 4.56984 0.265
H -4.71139 -0.83958 0.28303 0.076
H -4.78113 -2.01653 1.57500 0.455
N 1.48660 -0.31153 -3.50050 -0.049
C 2.65040 -0.41122 -2.76189 -1.214
C 2.26955 -0.85508 -1.53516 0.009
N 0.90226 -1.00672 -1.48795 0.314
C 0.46553 -0.67350 -2.67143 0.409
C -0.92948 -0.76209 -3.07684 -0.702
N -1.93641 -0.74050 -2.25423 0.470
C -3.05200 -1.00231 -3.01015 -0.393
C -2.70556 -1.16748 -4.31594 -0.974
N -1.33482 -0.99790 -4.36048 -0.102
H 1.39292 0.15455 -4.38308 0.246
H 3.61070 -0.13327 -3.16025 0.422
H 2.87984 -1.05824 -0.66845 0.282
H -4.02316 -1.10341 -2.55211 0.371
H -3.28153 -1.39816 -5.19544 0.433
H -0.74029 -1.20349 -5.14097 0.230
C 0.96847 -3.46147 0.69197 -1.065
C 1.57440 -2.29004 1.42169 0.222
O 0.82361 -1.30179 1.75907 -0.704
C 2.95996 -2.28013 1.72428 0.659
C 3.84359 -3.34285 1.35306 -0.712
C 5.19249 -3.28521 1.62358 -0.535
C 5.76302 -2.18540 2.28074 -0.588
C 4.91071 -1.13740 2.66355 -0.340
C 3.56138 -1.17272 2.40325 -0.379
H -0.09175 -3.29207 0.51392 -0.046
H 1.08320 -4.38936 1.26624 0.491
H 1.45721 -3.62507 -0.27522 0.202
H 3.44425 -4.21074 0.84160 0.262
H 5.82458 -4.11404 1.31614 0.341
H 6.82611 -2.14617 2.48582 0.347
H 5.32317 -0.27371 3.17848 0.331
H 2.92023 -0.35564 2.70938 0.310
C -3.93059 4.20391 -0.37616 -0.591
C -4.08861 2.82954 -0.54227 -1.018
C -3.00883 1.97093 -0.49709 0.356
C -1.69304 2.43843 -0.27811 -0.037
C -1.55708 3.83329 -0.09152 -0.627
C -2.64943 4.68519 -0.14445 -0.608
N -0.64787 1.54881 -0.18289 0.467
C 0.64638 1.99936 -0.34570 -0.608
C 1.68884 1.47783 0.43967 0.446
C 3.00269 1.87521 0.25497 -0.257
C 3.34476 2.80543 -0.72080 -0.889
C 2.32817 3.32461 -1.51637 -0.623
C 1.01089 2.93575 -1.33669 -0.165
H -4.78296 4.87212 -0.40685 0.354
H -5.07783 2.41258 -0.70021 0.381
H -3.16390 0.91011 -0.61957 -0.103
H -0.57670 4.24524 0.11388 0.432
H -2.49107 5.74777 0.01464 0.329
H 1.46073 0.71392 1.17667 -0.229
H 3.77077 1.42432 0.87533 0.374
H 4.37493 3.10955 -0.86496 0.370
H 2.56163 4.04173 -2.29794 0.328
H 0.23802 3.34565 -1.97677 0.565

***

29
Properties=species:S:1:pos:R:3:mulliken_charge:R:1 method="wB97M-V/def2-TZVPD" total_energy_ha=-1984.534672 homo_lumo_gap_ev=6.14 total_charge=+1
Sn 0.20352 -2.30800 -2.19373 1.413
O -0.25925 -0.09196 -0.36918 -0.484
H 0.30395 0.48228 0.18542 -0.177
C 1.90318 1.99330 -1.47683 -0.676
N 2.87459 1.33809 -2.36166 0.940
O 3.36740 1.91451 -3.26825 -0.527
O 3.11510 0.18607 -1.99647 -0.576
H 2.45029 2.90721 -1.24540 0.337
H 1.79533 1.32220 -0.62471 0.278
H 0.96070 2.14490 -2.00299 0.319
C 0.46636 -2.22979 1.99072 -0.540
N 1.76258 -2.43020 1.39752 0.735
O 2.70009 -2.88518 2.10553 -0.425
O 1.84869 -2.10020 0.20264 -0.429
H 0.21418 -1.17019 2.03257 0.202
H 0.52115 -2.49416 3.04675 0.343
H -0.27892 -2.73638 1.37751 0.188
C -3.44355 -0.86087 -0.54383 -0.746
N -2.72622 -1.94125 0.14039 0.975
O -2.43079 -2.90075 -0.63056 -0.614
O -2.56164 -1.83069 1.32320 -0.459
H -4.07627 -1.36727 -1.27274 0.326
H -2.82404 -0.08748 -0.99790 0.241
H -4.10296 -0.41045 0.19806 0.315
C -0.36665 3.01552 0.86976 0.405
Cl 1.01883 4.19417 1.02260 -0.156
Cl -1.40637 3.23963 2.28519 -0.150
H -0.99424 3.12860 -0.01425 0.289
H -0.03503 1.97835 0.82066 -0.346

***

51
Properties=species:S:1:pos:R:3:mulliken_charge:R:1 method="wB97M-V/def2-TZVPD" spin_multiplicity=2 total_energy_ha=-2829.004081 homo_lumo_gap_ev="5.01 / 3.41" total_charge=-1
Cs -1.29135 0.87643 -1.72071 0.991
Cl -4.14733 1.45024 -4.44259 -0.149
C -2.93761 2.37432 -5.38398 -0.143
Cl -1.39185 1.51213 -5.69140 -0.146
H -2.68351 3.28357 -4.82383 0.130
H -3.38529 2.69626 -6.31493 0.308
O -0.17018 -2.66703 -4.17468 -0.485
N 0.79287 -3.34696 -3.79833 -0.193
N 1.04478 -3.22462 -2.27017 0.538
O 0.33736 -2.40250 -1.66642 -0.738
C 2.13602 -3.96033 -1.71347 -0.072
C 3.10604 -4.58950 -2.53407 -0.203
C 4.20303 -5.23945 -1.97473 -0.395
C 4.33154 -5.39832 -0.61001 -0.369
C 3.38044 -4.81764 0.23480 -0.445
C 2.34222 -4.06159 -0.30927 -0.305
H 3.04436 -4.41324 -3.63939 0.347
H 4.99095 -5.59557 -2.63135 0.329
H 5.12190 -6.01891 -0.17470 0.323
H 3.46990 -4.90465 1.31414 0.336
H 1.63894 -3.54150 0.35340 0.383
F -1.09819 4.32191 -2.83643 -0.604
Sb -1.95122 4.80967 -1.06948 2.566
F -0.53629 3.82248 -0.24936 -0.576
F -1.04182 6.49599 -0.87343 -0.572
F -2.66172 4.76076 0.73785 -0.606
F -3.38245 5.67702 -1.94543 -0.546
F -2.92449 3.15845 -1.38046 -0.581
C -3.81131 1.85812 3.83602 -0.407
C -4.07703 1.51023 2.50692 -0.705
C -3.05284 1.12576 1.68327 -0.059
C -1.69961 1.11224 2.17505 0.623
C -1.47097 1.38481 3.59964 -0.302
C -2.52757 1.82215 4.34605 -0.701
N -0.71803 0.82955 1.26279 -0.002
C 0.54019 0.49882 1.68437 0.373
C 1.66093 0.85796 0.87766 -0.374
C 2.93227 0.57943 1.29697 -0.681
C 3.13215 -0.15201 2.48271 -0.339
C 2.08675 -0.64853 3.22672 -0.742
C 0.79108 -0.32855 2.85348 -0.267
H -4.63544 2.14158 4.46813 0.366
H -5.11982 1.59437 2.15998 0.337
H -3.22455 0.95804 0.59345 -0.088
H -0.44925 1.43737 4.03030 0.428
H -2.38146 2.11183 5.38788 0.345
H 1.49785 1.44375 -0.02816 0.291
H 3.77545 0.95466 0.71226 0.367
H 4.16133 -0.30252 2.84861 0.330
H 2.29799 -1.22080 4.12239 0.425
H -0.04513 -0.62570 3.46196 0.660

***

2
Properties=species:S:1:pos:R:3:mulliken_charge:R:1 method="wB97M-V/def2-TZVPD" spin_multiplicity=2 total_energy_ha=-659.420516 homo_lumo_gap_ev="9.62 / 7.98" total_charge=+2
Mg -0.17509 -1.10032 -0.66847 1.712
Cl 0.17509 1.10032 0.66847 0.288

***

24
Properties=species:S:1:pos:R:3:mulliken_charge:R:1 method="wB97M-V/def2-TZVPD" total_energy_ha=-439.113924 homo_lumo_gap_ev=9.66 smiles="CC(C)(C)n1cc[nH]c1=[NH2+]" total_charge=+1
C -1.63484 -0.54454 1.36289 -1.300
C -0.93736 0.05327 0.07258 0.797
C -1.21279 -0.78969 -1.29604 -1.168
C -1.66170 1.40352 -0.18646 -1.936
N 0.54984 0.31474 0.24326 0.383
C 1.07619 1.55692 0.28254 -0.148
C 2.40977 1.43067 0.07890 -0.830
N 2.76310 0.11345 0.02072 -0.066
C 1.67472 -0.64177 0.08325 0.189
N 1.68478 -2.01771 0.14338 -0.385
H -1.42314 -1.64875 1.64123 0.300
H -1.50713 0.11601 2.23797 0.378
H -2.73466 -0.65649 1.08078 0.407
H -0.59726 -1.65014 -1.42730 0.396
H -2.28360 -1.21419 -1.08544 0.335
H -1.15215 -0.07750 -2.08183 0.344
H -2.73203 1.01171 -0.28169 0.417
H -1.74243 1.97600 0.73633 0.558
H -1.24564 1.84871 -1.12928 0.527
H 0.33809 2.28363 0.42929 0.616
H 3.12667 2.22599 -0.32168 0.312
H 3.61542 -0.24998 -0.43622 0.343
H 2.73141 -2.32230 -0.00671 0.275
H 0.89478 -2.52157 -0.16045 0.258